No. 1
ORCA calculation (ωB97M-V/def2-TZVPD) on the molecule C11H10ClP at a distorted geometry.

Geometry as XYZ:
```
23
C11H10ClP, DFT ωB97M-V/def2-TZVPD
C -5.16395 0.25928 0.78789
C -3.70871 0.03399 0.39515
C -3.09748 1.27775 -0.26596
C -1.67431 1.10985 -0.41726
C -0.48703 0.87142 -0.45545
C 0.82342 0.56754 -0.49046
C 2.02091 0.32195 -0.47474
C 3.29331 -0.15956 -0.43445
C 4.56174 0.42494 -0.52932
C 5.63866 -0.39094 -0.36795
P 5.22192 -2.12235 -0.32480
C 3.51810 -1.83142 0.01913
Cl 2.21434 -2.89212 -0.04023
H -5.76324 0.53491 -0.07796
H -5.57997 -0.64885 1.21960
H -5.24269 1.05485 1.52762
H -3.63337 -0.80537 -0.30136
H -3.12658 -0.22043 1.28469
H -3.55428 1.44027 -1.24872
H -3.29307 2.16192 0.35121
H 4.65593 1.49045 -0.69108
H 6.66069 -0.05285 -0.40811
H 5.71567 -2.42524 0.94259
```

Spin multiplicity: 1
LUMO level (spin up / spin down), eV: -0.569 / -0.948

Atomic charges from the Löwdin analysis, expressed in e, are listed below: C -0.12; C -0.26; C -0.22; C -0.01; C -0.03; C -0.02; C -0.03; C -0.22; C -0.19; C -0.34; P 0.87; C -0.86; Cl 0.62; H 0.07; H 0.07; H 0.07; H 0.11; H 0.11; H 0.12; H 0.12; H 0.11; H 0.06; H -0.04

---

No. 2
ORCA calculation (ωB97M-V/def2-TZVPD) on a cluster of 9 separate species, C44H114N8O14 in total at a distorted geometry.

Geometry as XYZ:
```
180
C44H114N8O14, DFT ωB97M-V/def2-TZVPD
C 0.77126 -3.45612 4.18235
O 0.03878 -3.42353 2.98837
C -1.35602 -3.69128 3.20228
C -1.88777 -5.06006 3.79493
C -1.79668 -6.26722 2.86789
N -3.27998 -4.84745 4.14385
H 0.65665 -4.46251 4.65822
H 0.43516 -2.69495 4.85518
H 1.78201 -3.27415 3.89372
H -1.80891 -2.82893 3.77562
H -1.73439 -3.60441 2.21806
H -1.37415 -5.23430 4.73973
H -0.77540 -6.45988 2.52865
H -2.40001 -5.98395 2.00538
H -2.26189 -7.17841 3.23965
H -3.48039 -3.93187 4.61518
H -3.91248 -4.96627 3.30805
C 0.34897 -7.41869 -1.20015
O 0.24987 -6.12942 -1.65084
C 0.59013 -5.12995 -0.69447
C 0.41803 -3.79685 -1.33041
C 0.77874 -2.74251 -0.27032
N -0.92970 -3.53794 -1.84905
H 1.38306 -7.72429 -0.99889
H -0.18623 -8.06934 -1.89764
H -0.19007 -7.59006 -0.24914
H -0.06778 -5.22848 0.22416
H 1.55033 -5.40468 -0.26849
H 1.12546 -3.82502 -2.14117
H -0.10933 -2.70457 0.41391
H 0.88389 -1.67125 -0.63574
H 1.72329 -3.04232 0.25724
H -1.48182 -3.50559 -1.03427
H -1.25074 -4.44135 -2.26634
C 2.38946 1.87009 -0.54187
O 1.83237 1.85292 0.75632
C 1.18943 0.67145 1.13267
C 0.69049 0.78259 2.51463
C 1.84918 0.55337 3.45079
N -0.43256 -0.09221 2.90343
H 1.64280 1.69735 -1.32331
H 3.16331 1.12142 -0.64922
H 2.93027 2.83469 -0.50991
H 0.33411 0.55411 0.48060
H 1.84453 -0.23461 1.01025
H 0.28644 1.77999 2.61937
H 2.72981 1.07117 3.05667
H 2.07001 -0.53605 3.45842
H 1.56918 0.88179 4.41938
H -1.23327 0.02372 2.26240
H -0.15744 -1.05969 2.68185
C -5.50274 -2.56491 -5.87908
O -5.33059 -2.15852 -4.55123
C -3.98259 -1.80350 -4.24430
C -4.00428 -1.42180 -2.68919
N -2.78194 -1.07943 -2.12136
C -2.15887 0.17913 -2.46539
C -2.67235 1.31485 -1.58580
O -2.27266 1.15752 -0.23229
C -2.63529 2.31915 0.44708
H -5.17977 -1.85400 -6.64099
H -6.57553 -2.75616 -5.96846
H -4.78286 -3.42235 -6.16873
H -3.61451 -0.93126 -4.79045
H -3.27111 -2.65599 -4.45691
H -4.38531 -2.34528 -2.13642
H -4.73805 -0.56410 -2.45047
H -2.15215 -1.86389 -2.32743
H -2.45027 0.47887 -3.49880
H -1.12949 0.08029 -2.37523
H -3.75978 1.29907 -1.54415
H -2.32027 2.30755 -1.98193
H -3.73377 2.45727 0.57128
H -2.22327 3.21738 0.02585
H -2.30789 2.13242 1.47371
C 0.35736 -1.26439 -4.02993
O 1.29442 -2.23911 -4.44123
C 2.10184 -1.90979 -5.54915
C 3.12926 -0.88099 -5.20041
N 3.92397 -1.38350 -4.08174
C 3.43905 -1.06866 -2.73117
C 4.50490 -1.30039 -1.76002
O 3.94406 -1.23250 -0.45130
C 4.94722 -1.29405 0.53619
H 0.86328 -0.54399 -3.32448
H -0.47804 -1.76514 -3.54214
H -0.07117 -0.71544 -4.89721
H 1.38437 -1.69583 -6.37378
H 2.73496 -2.83313 -5.79706
H 2.76755 0.12018 -5.06020
H 3.76848 -0.82165 -6.13100
H 4.88946 -1.03325 -4.07015
H 2.54430 -1.59276 -2.42410
H 3.19671 -0.00259 -2.70554
H 5.34780 -0.54482 -1.83800
H 4.96189 -2.26401 -1.84861
H 5.64239 -2.17483 0.38783
H 4.39315 -1.27203 1.48536
H 5.61071 -0.38860 0.45386
C 3.59118 -0.62521 7.49334
O 2.23581 -0.88062 7.12813
C 1.47754 -0.85415 8.39961
C 0.11164 -1.35215 8.17793
N -0.49411 -0.72466 7.00241
C -1.82108 -1.50941 6.66988
C -2.59308 -0.82762 5.56515
O -3.69381 -1.67435 5.18062
C -4.93052 -1.09681 5.51874
H 4.18236 -0.39779 6.58889
H 4.00858 -1.44286 8.10821
H 3.49038 0.28466 8.10809
H 1.46028 0.16383 8.77279
H 1.91920 -1.44422 9.23869
H -0.55812 -1.16603 9.05334
H 0.11069 -2.41931 8.05044
H 0.16386 -0.91453 6.21586
H -2.46614 -1.61937 7.58573
H -1.58923 -2.53392 6.39457
H -2.04119 -0.64056 4.64560
H -2.96943 0.08452 5.94617
H -5.23451 -0.10129 4.99991
H -5.00326 -0.88584 6.58040
H -5.69142 -1.84453 5.34395
C 0.61041 2.68767 -5.28926
O 1.97470 3.13669 -5.37511
C 2.59853 3.02753 -4.09355
C 3.99526 3.58519 -4.15945
N 4.59428 3.69481 -2.86401
C 6.06125 3.96831 -2.88619
C 6.67940 3.22864 -1.77415
O 8.12537 3.19220 -1.96337
C 8.86207 2.70398 -0.93822
H 0.03021 3.37858 -4.72458
H 0.63513 1.70495 -4.72845
H 0.19515 2.57862 -6.30164
H 2.55302 2.00220 -3.81942
H 2.01190 3.64480 -3.35969
H 3.96117 4.61994 -4.65027
H 4.64271 2.93595 -4.81340
H 4.08254 4.24184 -2.19505
H 6.30166 5.04962 -2.88727
H 6.43405 3.46505 -3.75146
H 6.33276 2.21558 -1.79991
H 6.41442 3.63823 -0.77483
H 9.30686 3.56943 -0.41523
H 9.70979 2.10182 -1.24700
H 8.24241 2.14369 -0.31597
C -4.81152 4.61781 -3.90533
O -3.72143 5.46146 -3.77881
C -4.00033 6.73425 -3.28490
C -2.70095 7.37307 -2.96511
N -1.77266 6.61990 -2.09771
C -2.30656 6.36350 -0.75384
C -1.17899 6.40042 0.34413
O -0.44625 5.13106 0.37642
C 0.79920 5.33050 1.10527
H -5.28461 4.80609 -4.84161
H -5.46333 4.62403 -3.03420
H -4.43825 3.60642 -4.03357
H -4.69285 6.55880 -2.44222
H -4.49466 7.34745 -4.04412
H -2.81379 8.34571 -2.50564
H -2.25133 7.52027 -3.96760
H -1.61637 5.70512 -2.56938
H -2.81751 5.46004 -0.69481
H -3.04399 7.15171 -0.57710
H -1.67938 6.42179 1.31393
H -0.45284 7.33501 0.12226
H 1.30259 4.38474 1.31701
H 0.53617 5.81515 2.04496
H 1.46750 6.04434 0.58411
C -4.65868 -0.70368 1.71169
C -4.37445 -2.15607 1.43841
O -3.05138 -2.27843 0.78402
H -4.48968 -0.10729 0.85557
H -3.99530 -0.27612 2.47199
H -5.72996 -0.57680 2.05766
H -5.07214 -2.63492 0.76639
H -4.24406 -2.77225 2.32553
H -2.90547 -1.61173 0.07236
```

Spin multiplicity: 1
LUMO level, eV: 0.587

Here are the Löwdin charges for atoms 1 to 99, given in e: C -0.10; O -0.22; C -0.17; C -0.43; C -0.06; N 0.02; H 0.10; H 0.06; H 0.08; H 0.12; H 0.08; H 0.12; H 0.07; H 0.07; H 0.08; H 0.07; H 0.09; C -0.15; O -0.19; C -0.21; C -0.43; C -0.04; N 0.07; H 0.09; H 0.09; H 0.08; H 0.14; H 0.13; H 0.13; H 0.08; H 0.08; H 0.10; H 0.04; H 0.11; C -0.08; O -0.19; C -0.24; C -0.44; C -0.04; N 0.08; H 0.09; H 0.06; H 0.09; H 0.11; H 0.13; H 0.14; H 0.09; H 0.08; H 0.06; H 0.07; H 0.06; C -0.14; O -0.20; C -0.19; C -0.21; N -0.09; C -0.18; C -0.21; O -0.20; C -0.13; H 0.07; H 0.09; H 0.11; H 0.10; H 0.13; H 0.14; H 0.14; H 0.06; H 0.12; H 0.08; H 0.11; H 0.13; H 0.10; H 0.06; H 0.09; C -0.12; O -0.21; C -0.23; C -0.22; N -0.03; C -0.22; C -0.24; O -0.23; C -0.11; H 0.08; H 0.05; H 0.09; H 0.13; H 0.15; H 0.09; H 0.14; H 0.11; H 0.10; H 0.10; H 0.14; H 0.12; H 0.10; H 0.09; H 0.09

---

No. 3
ORCA calculation (ωB97M-V/def2-TZVPD) on a structure of composition C8H12CaF6N3O13 at a distorted geometry.

Geometry as XYZ:
```
43
C8H12CaF6N3O13, DFT ωB97M-V/def2-TZVPD
Ca -10.49315 28.21753 21.44255
N -7.50083 28.33429 23.19861
O -7.10090 27.43603 23.96425
O -6.71543 29.17927 22.73393
O -8.73774 28.41917 22.93217
N -12.83032 29.20465 18.77920
O -12.31417 29.82493 17.83556
O -12.10508 28.82940 19.75307
O -14.04661 28.89378 18.78012
N -9.88789 30.90186 20.38205
O -10.53085 30.74119 21.45383
O -9.64990 32.02802 19.93734
O -9.44179 29.86814 19.84764
C -8.98717 25.55749 19.63992
O -7.88216 24.70684 20.03063
O -9.25052 26.32218 20.67962
C -8.54852 26.35929 18.36006
F -9.54995 27.08956 17.82916
F -7.57742 27.22959 18.71045
F -8.06669 25.55001 17.36864
C -7.68339 23.51433 19.29418
C -6.95605 22.58805 20.24957
H -6.72963 21.63436 19.74677
H -6.01037 22.90879 20.68006
H -7.66450 22.35322 21.04612
H -7.11232 23.61464 18.36283
H -8.65427 23.07835 19.03083
H -9.79378 24.84602 19.36247
C -12.48385 27.33469 23.81751
O -11.67683 28.46437 24.14729
O -11.92061 26.84777 22.70278
C -12.66213 26.35270 25.01880
F -11.55716 25.65883 25.32238
F -13.14704 26.90877 26.14582
F -13.57847 25.42639 24.63006
C -12.05086 29.42169 25.14204
C -11.08849 30.61275 24.89511
H -11.62539 31.32729 24.26907
H -10.56070 30.86839 25.81050
H -10.35149 30.29689 24.15309
H -12.07489 29.00940 26.15405
H -13.08543 29.74791 24.95986
H -13.48626 27.73341 23.57047
```

Spin multiplicity: 1
LUMO level, eV: 6.646
Net charge: -3

Atomic charges from the Löwdin analysis, expressed in e, are listed below: Ca 1.48; N -0.59; O -0.07; O -0.06; O -0.19; N -0.59; O -0.05; O -0.17; O -0.09; N -0.60; O -0.14; O -0.04; O -0.10; C -0.49; O -0.09; O -0.23; C -0.53; F 0.13; F 0.13; F 0.07; C -0.31; C -0.10; H 0.05; H 0.07; H 0.07; H 0.10; H 0.11; H 0.14; C -0.49; O -0.13; O -0.27; C -0.55; F 0.14; F 0.10; F 0.09; C -0.26; C -0.06; H 0.07; H 0.06; H 0.06; H 0.09; H 0.10; H 0.14

---

No. 4
ORCA calculation (ωB97M-V/def2-TZVPD) on the ion C2H4NO2S with charge -1 at a distorted geometry.

Geometry as XYZ:
```
10
C2H4NO2S, DFT ωB97M-V/def2-TZVPD
C -0.06332 1.11029 0.11048
C 0.69361 -0.10000 0.26298
N -0.68049 1.73256 1.03212
O -0.91961 -1.23020 -1.62277
O 0.53920 -2.90623 -0.36141
S -0.42196 -1.73198 -0.32213
H -0.35290 1.31139 -0.93497
H 1.71693 -0.26936 -0.20814
H 0.76449 -0.42179 1.31799
H -1.27595 2.50533 0.72586
```

Spin multiplicity: 1
LUMO level, eV: 4.248
Net charge: -1

Atomic charges from the Löwdin analysis, expressed in e, are listed below: C -0.41; C -0.32; N 0.04; O -0.59; O -0.60; S 0.64; H 0.10; H 0.09; H 0.05; H 0.02

---

No. 5
ORCA calculation (ωB97M-V/def2-TZVPD) on a structure of composition C26H28GeN5O7Ti at a distorted geometry.

Geometry as XYZ:
```
68
C26H28GeN5O7Ti, DFT ωB97M-V/def2-TZVPD
Ti 0.40532 -1.54684 0.19975
O 1.49693 -5.23128 1.06362
C 1.05292 -4.13497 1.27884
O 0.20046 -3.48343 0.51068
C 1.56752 -3.30401 2.46096
C 2.70278 -2.38085 1.93871
C 3.61187 -1.96291 3.07321
C 2.68965 -1.04198 3.89962
C 1.43249 -0.97914 3.04862
O 1.95569 -1.12864 1.66272
C 0.59794 -2.25256 3.15323
C -0.76679 -2.02780 2.48203
O -1.75356 -2.64002 2.75783
O -0.72880 -0.99811 1.57682
H 1.96281 -4.00815 3.18989
H 3.18832 -2.71461 1.02678
H 3.98169 -2.82488 3.62464
H 4.46297 -1.40949 2.67921
H 2.45416 -1.45011 4.88219
H 3.12349 -0.05370 4.03473
H 0.88055 -0.05053 3.10677
H 0.37639 -2.54929 4.17723
N -2.43142 -1.71901 -0.62971
N -2.39994 -2.06316 -1.97853
C -1.16368 -2.15410 -2.52807
N -1.05114 -2.47412 -3.83221
N -0.15625 -1.89309 -1.73815
N 1.16584 -2.20350 -2.08384
O 1.91627 -1.91040 -0.97502
O 1.62087 -2.62140 -3.16081
H -2.97593 -2.37507 -0.08757
H -2.72140 -0.75981 -0.48363
H -3.15954 -1.79171 -2.58598
H -1.79636 -3.02005 -4.23310
H -0.10459 -2.68453 -4.13506
C 2.17097 0.91656 -2.22736
Ge 0.74324 0.87417 -0.90269
C 1.15133 2.36507 0.30650
C 1.94965 3.43799 -0.09781
C 2.27413 4.47360 0.77077
C 1.80887 4.45988 2.07739
C 1.01670 3.40474 2.50737
C 0.70101 2.37637 1.62946
C -0.86150 1.37436 -1.97136
C -0.77884 1.31203 -3.33824
C -1.88691 1.57426 -4.18902
C -3.09104 1.91120 -3.65749
C -3.24883 1.98587 -2.24693
C -4.50461 2.31110 -1.66810
C -4.66804 2.34821 -0.31614
C -3.57060 2.05748 0.53072
C -2.35273 1.75786 -0.00402
C -2.14208 1.71315 -1.41174
H 2.12975 1.84402 -2.80087
H 2.12930 0.07721 -2.92082
H 3.12798 0.86809 -1.70664
H 2.33243 3.47685 -1.11115
H 2.89163 5.29432 0.42737
H 2.05965 5.26544 2.75590
H 0.64338 3.38707 3.52439
H 0.07512 1.56498 1.98789
H 0.16051 1.04775 -3.80926
H -1.76278 1.51116 -5.26304
H -3.94057 2.13129 -4.29385
H -5.33743 2.52818 -2.32722
H -5.63034 2.59688 0.11223
H -3.70006 2.07221 1.60548
H -1.52685 1.52391 0.65191
```

Spin multiplicity: 2
LUMO level (spin up / spin down), eV: -0.603 / -0.566

Atomic charges from the Löwdin analysis, expressed in e, are listed below: Ti 1.10; O 0.12; C -0.55; O -0.12; C -0.07; C -0.21; C -0.08; C -0.08; C -0.22; O -0.16; C -0.08; C -0.53; O 0.14; O -0.21; H 0.16; H 0.16; H 0.13; H 0.12; H 0.13; H 0.12; H 0.14; H 0.16; N 0.08; N 0.01; C -0.40; N 0.20; N 0.00; N -0.38; O -0.21; O 0.00; H 0.11; H 0.08; H 0.15; H 0.12; H 0.09; C -0.25; Ge 0.94; C -0.30; C -0.10; C -0.09; C -0.10; C -0.09; C -0.14; C -0.24; C -0.12; C -0.08; C -0.05; C -0.18; C -0.04; C -0.08; C -0.07; C -0.06; C -0.19; H 0.02; H 0.01; H 0.03; H 0.09; H 0.10; H 0.10; H 0.10; H 0.07; H 0.08; H 0.10; H 0.11; H 0.11; H 0.10; H 0.11; H 0.06

---

How do the records compare in total energy? In the order shown, they have -33374.3067; -88051.1561; -74315.0792; -18559.2656; -128829.5793 eV.
How do the records compare in energy relative to the best compared isomer or geometry (same formula, charge and spin)? In the order shown, they have 434.70; 314.52; 0.00; 125.15; 119.70 kJ/mol.